One molecule with the formula C5H7NO3 in a non-equilibrium geometry, computed with wB97M-V/def2-TZVPD.

Results
- SMILES string = C=C(N)CC(=O)C(=O)O
- strongest force on any atom (hartree/bohr) = 0.0359
- calculated total energy (eV) = -12930.5924
- highest occupied orbital energy (eV) = -8.90
- HOMO-LUMO gap (eV) = 8.802
- energy above the lowest of the compared OMol25 structures with the same formula, charge and spin (kcal/mol) = 36.7

The geometry in ORCA input format:
```
! RIJCOSX wB97M-V def2-TZVPD def2/J DEFGRID3
* xyz 0 1
C -1.5863 -1.1055 1.1929
C -1.1305 -0.4433 0.1451
N -1.3710 0.9606 -0.0465
C -0.0305 -0.9003 -0.7721
C 0.9514 0.2921 -0.8151
O 1.2461 0.9255 -1.8069
C 1.8300 0.4611 0.4447
O 1.6271 -0.0681 1.4966
O 2.8387 1.2928 0.2078
H -2.3344 -0.6678 1.8298
H -1.2192 -2.0844 1.4438
H -2.1009 1.3322 0.5478
H -1.5129 1.2394 -1.0114
H -0.4220 -1.0704 -1.7778
H 0.4555 -1.7837 -0.3642
H 2.7589 1.6197 -0.7146
*
```


A 2-piece molecular cluster, C3O4 overall in a non-equilibrium geometry, computed with wB97M-V/def2-TZVPD.

Results
- SMILES string = O=C=C=O.O=C=O
- strongest force on any atom (hartree/bohr) = 0.0929
- calculated total energy (eV) = -11297.8982
- highest occupied orbital energy (alpha / beta) (eV) = -9.18 / -9.17
- HOMO-LUMO gap (alpha / beta) (eV) = 7.379 / 7.384
- energy above the lowest of the compared OMol25 structures with the same formula, charge and spin (kcal/mol) = 68.7

The geometry in ORCA input format:
```
! RIJCOSX wB97M-V def2-TZVPD def2/J DEFGRID3
* xyz 0 1
O -1.4193 0.8257 0.8050
C -0.5085 0.0824 0.8727
C 0.8160 -0.0901 1.2007
O 1.7564 -0.8139 1.2238
O -0.6818 -0.9984 -1.7017
C -0.2211 0.0060 -1.4347
O 0.2498 0.9985 -1.1968
*
```


C17H23BN5O5RhS2 as an isolated structure, computed with wB97M-V/def2-TZVPD.

Results
- strongest force on any atom (hartree/bohr) = 0.0142
- calculated total energy (eV) = -61044.6796
- highest occupied orbital energy (eV) = -8.92
- HOMO-LUMO gap (eV) = 8.047
- energy above the lowest of the compared OMol25 structures with the same formula, charge and spin (kcal/mol) = 8.4

The geometry in ORCA input format:
```
! RIJCOSX wB97M-V def2-TZVPD def2/J DEFGRID3
* xyz 0 1
Rh 0.6911 0.7859 0.8012
C -4.0526 -4.0154 -3.4476
C -2.8497 -3.3858 -2.8036
C -2.4276 -3.7886 -1.5382
C -1.3027 -3.2361 -0.9522
C -0.5879 -2.2633 -1.6357
C -0.9918 -1.8388 -2.8906
C -2.1200 -2.4048 -3.4662
S 0.8661 -1.5689 -0.9093
O 1.8939 -2.5717 -0.9529
O 1.0588 -0.2821 -1.5570
N 0.4503 -1.1668 0.5884
C 0.7180 -1.9494 1.7729
C 0.9986 -1.0029 2.9309
O 1.3178 -1.3823 4.0253
O 0.8268 0.2926 2.6798
H -4.7520 -4.3878 -2.7002
H -3.7542 -4.8604 -4.0712
H -4.5773 -3.3054 -4.0860
H -2.9916 -4.5425 -1.0032
H -0.9929 -3.5527 0.0349
H -0.4307 -1.0687 -3.4007
H -2.4394 -2.0748 -4.4473
H 1.5422 -2.6558 1.6546
H -0.1789 -2.4991 2.0755
B 3.3036 3.1668 0.0918
N 1.8803 3.6128 0.5699
C 1.5864 4.8931 0.7765
C 0.2072 5.0423 0.8437
C -0.2697 3.7583 0.6690
N 0.7421 2.8920 0.5090
N 3.4657 1.6104 0.0775
C 4.6421 1.0588 -0.2223
C 4.6631 -0.2560 0.2090
C 3.4165 -0.4453 0.7759
N 2.7026 0.6863 0.6945
H 4.0848 3.6477 0.8743
H 3.4854 3.5584 -1.0336
H 2.3766 5.6220 0.8283
H -0.3540 5.9475 0.9868
H -1.2875 3.4185 0.6324
H 5.4065 1.6601 -0.6843
H 5.4582 -0.9720 0.1174
H 3.0023 -1.3365 1.2062
C -2.9750 1.0865 0.2423
S -1.6768 0.5590 1.3523
C -1.9700 1.5865 2.7845
O -2.0233 -0.8195 1.7205
H -3.9083 0.8759 0.7628
H -2.8893 0.4533 -0.6389
H -2.9072 2.1342 -0.0378
H -2.1295 2.6189 2.4949
H -1.0957 1.4947 3.4253
H -2.8516 1.1708 3.2706
*
```


C13H22FI2InOP2 as an isolated structure in a non-equilibrium geometry, computed with wB97M-V/def2-TZVPD.

Results
- strongest force on any atom (hartree/bohr) = 0.0462
- calculated total energy (eV) = -58540.0481
- highest occupied orbital energy (eV) = -14.92
- HOMO-LUMO gap (eV) = 7.089
- energy above the lowest of the compared OMol25 structures with the same formula, charge and spin (kcal/mol) = 6.4

The geometry in ORCA input format:
```
! RIJCOSX wB97M-V def2-TZVPD def2/J DEFGRID3
* xyz 2 1
I 4.8033 2.6469 -0.6848
I 4.3928 0.2040 -1.9716
In 0.4440 0.3888 0.1362
P 1.8498 -1.1196 1.7024
C 1.8711 -2.8562 1.1151
C 3.5721 -0.6048 1.9769
H 4.0757 -1.2171 2.7504
H 1.4276 -1.6597 4.0745
H 3.6122 0.4536 2.2998
H 0.9229 -0.0113 3.6464
H 2.4599 -2.9238 0.1866
H 4.1631 -0.6730 1.0416
C 0.9475 -1.0551 3.2909
H 2.3275 -3.5388 1.8474
H -0.0946 -1.3943 3.2007
H 0.8665 -3.2450 0.8890
P -0.1668 2.2988 -1.5063
C -0.7843 1.6358 -3.1007
C -1.5415 3.1672 -0.6705
H 1.5818 3.9010 -0.9344
H 0.7873 4.3543 -2.4735
H 1.9874 3.0259 -2.4213
C 1.1512 3.4987 -1.8718
H -1.1820 3.5599 0.2951
H -1.9179 4.0205 -1.2537
H -1.1960 2.4221 -3.7505
H -1.5676 0.8725 -2.9767
H -2.3956 2.5086 -0.4571
H 0.0446 1.1575 -3.6466
C 0.4546 -1.3394 -1.7076
O -0.0057 -2.1754 -2.3074
F -5.2670 -2.5546 0.5867
C -4.0175 -1.9712 0.4219
C -3.8659 -0.8763 -0.4088
C -2.5869 -0.2982 -0.5930
C -1.4837 -0.8483 0.0276
C -1.6429 -1.8985 0.9057
C -2.9198 -2.4809 1.0947
H -4.7471 -0.4514 -0.8666
H -2.4892 0.6173 -1.1824
H -0.7974 -2.2515 1.5039
H -3.0735 -3.2891 1.7923
*
```


C4H5Br2ClO as an isolated structure in a non-equilibrium geometry, computed with wB97M-V/def2-TZVPD.

Results
- strongest force on any atom (hartree/bohr) = 0.0772
- calculated total energy (eV) = -158881.1720
- highest occupied orbital energy (eV) = -8.67
- HOMO-LUMO gap (eV) = 9.076
- energy above the lowest of the compared OMol25 structures with the same formula, charge and spin (kcal/mol) = 54.5

The geometry in ORCA input format:
```
! RIJCOSX wB97M-V def2-TZVPD def2/J DEFGRID3
* xyz 0 1
C -0.4759 -1.6163 -0.9806
C 0.2792 1.7541 -0.0674
C -0.9327 1.3756 -0.3844
C -1.7645 -1.1324 -0.8269
O 0.3456 -2.0725 -0.0755
Cl -2.8275 -0.5025 -2.0560
Br -2.3490 2.0504 0.7599
Br -2.4120 -1.1600 1.0230
H 0.0407 -1.4975 -1.9297
H -0.1433 -2.4895 0.6821
H 0.5806 2.2106 0.8213
H 1.0847 1.5974 -0.7901
H -1.0462 0.8840 -1.3209
*
```


C35H42BrN6O2PPbSSb as an isolated structure in a non-equilibrium geometry, computed with wB97M-V/def2-TZVPD.

Results
- strongest force on any atom (hartree/bohr) = 0.0224
- calculated total energy (eV) = -151961.0477
- highest occupied orbital energy (eV) = -9.95
- HOMO-LUMO gap (eV) = 7.885
- energy above the lowest of the compared OMol25 structures with the same formula, charge and spin (kcal/mol) = 22.6

The geometry in ORCA input format:
```
! RIJCOSX wB97M-V def2-TZVPD def2/J DEFGRID3
* xyz 1 1
Pb -0.8724 -0.0891 -0.2422
C 1.6071 -0.1610 -3.4903
C 2.2433 1.0181 -2.8074
C 3.0682 1.9016 -3.5055
C 3.6443 2.9655 -2.8329
C 3.3882 3.1075 -1.4757
C 2.5340 2.1963 -0.8597
N 1.9693 1.1811 -1.5144
Sb 2.2702 2.5083 1.2577
C 0.1854 3.0738 1.4104
C -0.0380 4.4420 1.4191
C -1.3076 4.9156 1.7133
C -2.2798 4.0004 2.0739
C -1.9765 2.6384 2.0816
C -3.0002 1.6647 2.5775
N -0.7683 2.1812 1.7014
C 2.1765 0.4794 1.9831
C 2.6224 0.2552 3.2825
C 2.7662 -1.0536 3.7180
C 2.4724 -2.0840 2.8450
C 2.0069 -1.7819 1.5674
C 1.6899 -2.8684 0.5765
N 1.8562 -0.5197 1.1509
H 2.1654 -0.4479 -4.3817
H 0.5825 0.0838 -3.7831
H 1.5606 -1.0074 -2.8050
H 3.2633 1.7373 -4.5585
H 4.2950 3.6611 -3.3493
H 3.8432 3.9071 -0.9027
H 0.7756 5.1222 1.1941
H -1.5253 5.9767 1.6960
H -3.2732 4.3232 2.3613
H -2.5721 0.6719 2.6025
H -3.3180 1.9374 3.5874
H -3.8799 1.6439 1.9362
H 2.8675 1.0913 3.9266
H 3.1129 -1.2690 4.7212
H 2.5900 -3.1170 3.1513
H 2.5823 -3.1064 -0.0097
H 0.9178 -2.5392 -0.1187
H 1.3696 -3.7812 1.0816
Br -3.4727 -0.2785 -0.6602
C -3.2462 -2.3070 2.5174
P -1.5125 -2.2362 1.9014
C -1.4342 -3.9018 1.1526
C -0.6251 -2.3945 3.4903
C -0.1914 -3.6084 4.0173
C 0.4031 -3.6558 5.2725
C 0.5611 -2.4946 6.0161
C 0.1435 -1.2780 5.4932
C -0.4337 -1.2269 4.2330
H -3.4199 -3.2799 2.9797
H -3.9314 -2.1555 1.6838
H -3.4240 -1.5342 3.2616
H -2.0399 -3.8557 0.2477
H -1.8431 -4.6528 1.8287
H -0.4153 -4.1608 0.8623
H -0.3178 -4.5280 3.4595
H 0.7382 -4.6042 5.6732
H 1.0108 -2.5403 7.0002
H 0.2805 -0.3642 6.0600
H -0.7307 -0.2679 3.8183
O -1.2552 -1.1799 -3.2387
C -1.0271 -2.2075 -2.5923
O -0.6414 -2.3467 -1.4028
C -1.3842 -3.4901 -3.3515
N -2.8312 -3.2965 -3.7901
C -3.4787 -4.6622 -3.8928
C -2.3571 -5.6490 -3.5513
C -1.4141 -4.8321 -2.6581
H -0.7881 -3.5273 -4.2614
H -2.8568 -2.7569 -4.6512
H -3.2969 -2.7084 -3.0979
H -3.9006 -4.7948 -4.8837
H -4.2819 -4.7028 -3.1630
H -1.8366 -5.9597 -4.4582
H -2.7525 -6.5403 -3.0682
H -0.4167 -5.2578 -2.5821
H -1.8131 -4.7223 -1.6472
S -1.1086 2.8205 -1.7342
C -1.2475 3.0132 -3.3790
N -1.2515 4.2997 -3.8881
C -1.3891 4.5886 -5.1967
C -1.5255 3.5793 -6.0891
C -1.4944 2.2756 -5.5503
N -1.3498 1.9957 -4.2801
H -1.1720 5.0353 -3.2020
H -1.3754 5.6345 -5.4698
H -1.6437 3.7659 -7.1450
H -1.5876 1.4195 -6.2138
*
```


One molecule with the formula C3H5FS in a non-equilibrium geometry, computed with wB97M-V/def2-TZVPD.

Results
- SMILES string = C=C(F)CS
- strongest force on any atom (hartree/bohr) = 0.0636
- calculated total energy (eV) = -16743.6259
- highest occupied orbital energy (eV) = -9.44
- HOMO-LUMO gap (eV) = 10.299
- energy above the lowest of the compared OMol25 structures with the same formula, charge and spin (kcal/mol) = 12.6

The geometry in ORCA input format:
```
! RIJCOSX wB97M-V def2-TZVPD def2/J DEFGRID3
* xyz 0 1
C 1.8411 -1.0134 -0.2415
C 0.9585 -0.0373 0.1258
F 1.3451 1.2824 -0.1269
C -0.3223 -0.2067 0.8342
S -1.8297 0.0076 -0.2293
H 2.7618 -0.7453 -0.7667
H 1.5996 -2.1026 -0.1998
H -0.3289 0.5723 1.4874
H -0.3861 -1.2091 1.3390
H -1.3415 -0.6344 -1.3597
*
```


C12H20KSb2Te4 as an isolated structure, computed with wB97M-V/def2-TZVPD.

Results
- strongest force on any atom (hartree/bohr) = 0.0177
- calculated total energy (eV) = -71343.9929
- highest occupied orbital energy (eV) = -3.15
- HOMO-LUMO gap (eV) = 5.192
- energy above the lowest of the compared OMol25 structures with the same formula, charge and spin (kcal/mol) = 0.0

The geometry in ORCA input format:
```
! RIJCOSX wB97M-V def2-TZVPD def2/J DEFGRID3
* xyz -1 1
K 1.6630 -2.3326 -1.7952
Te -0.3251 -5.0075 -2.7186
Te 1.8104 -4.7184 -4.3977
Te 3.9800 -4.8554 -2.7151
Te 4.9890 -2.3148 -2.7572
C 1.0028 -1.9991 3.5795
Sb 1.2857 -2.0185 1.4525
C -0.8112 -1.9802 0.9936
C 1.5769 0.1392 1.2809
C 0.3899 1.0266 1.5031
C -0.1916 1.0669 2.7714
C -1.3271 1.8155 3.0299
C -1.9027 2.5447 1.9992
C -1.3160 2.5306 0.7471
C -0.1599 1.7905 0.4760
C 0.4439 1.8860 -0.8903
Sb -0.2194 0.3700 -2.3070
C -2.3063 0.7071 -1.9782
C -0.0338 1.6420 -4.0147
H 0.0368 -1.5785 3.8546
H 1.8007 -1.4240 4.0496
H 1.0605 -3.0264 3.9364
H -1.3059 -1.1464 1.4952
H -1.2342 -2.9277 1.3259
H -0.9751 -1.9178 -0.0833
H 2.0569 0.3320 0.3204
H 2.3452 0.2932 2.0390
H 0.2615 0.4932 3.5699
H -1.7551 1.8274 4.0245
H -2.7940 3.1351 2.1723
H -1.7458 3.1248 -0.0513
H 1.5344 1.8484 -0.8727
H 0.1681 2.8475 -1.3273
H -2.5438 1.7675 -2.0618
H -2.5895 0.3498 -0.9891
H -2.8684 0.1485 -2.7259
H -0.5564 2.5820 -3.8388
H -0.4628 1.1415 -4.8817
H 1.0185 1.8373 -4.2155
*
```